1.
This record from the Open Molecules 2025 dataset describes a cluster of 2 separate species, Br2FH2PSi in total. The level of theory is ωB97M-V with the def2-TZVPD basis set.

XYZ file:
```
7
Br2FH2PSi ωB97M-V with the def2-TZVPD basis set
F 0.04663 -0.97049 -1.07264
Si 1.25951 -0.40229 -0.21068
P 1.19711 1.70248 0.02399
Br 2.49734 -2.16262 0.40033
Br -4.05686 0.28984 0.24279
H 1.88533 1.61755 1.16207
H -2.82906 -0.07447 -0.54586
```

## Properties
Largest force on an atom   2.344 eV/Å
ΔE to the lowest compared entry with this formula, charge and spin   259.75 kJ/mol
Frontier orbital gap   8.25 eV
Calculated total energy   -5879.98648 Eh
Structure (SMILES)   [H]/P=[Si](/F)Br.Br
Net charge   0



2.
This record from the Open Molecules 2025 dataset describes an isolated molecule of Br2H3N2P. The level of theory is ωB97M-V with the def2-TZVPD basis set.

XYZ file:
```
8
Br2H3N2P ωB97M-V with the def2-TZVPD basis set
N -1.26901 -0.54838 -0.31569
N -0.42806 0.47749 -0.23909
P 1.25687 0.39409 1.17864
Br 2.31041 1.74057 -0.13085
Br 1.61079 -1.42477 0.01367
H -0.86926 -1.33426 -0.91796
H -1.83270 -0.77149 0.46553
H -0.77904 1.46675 -0.05426
```

## Properties
Largest force on an atom   3.940 eV/Å
ΔE to the lowest compared entry with this formula, charge and spin   138.77 kJ/mol
Frontier orbital gap   8.20 eV
Calculated total energy   -5600.64565 Eh
Structure (SMILES)   NNP(Br)Br
Net charge   0



3.
This record from the Open Molecules 2025 dataset describes an isolated molecule of Br2HOP. The level of theory is ωB97M-V with the def2-TZVPD basis set.

XYZ file:
```
5
Br2HOP ωB97M-V with the def2-TZVPD basis set
O -1.18691 -0.05918 0.27652
P 0.29554 0.21567 -0.86459
Br 1.62115 -1.26759 0.12490
Br 0.87455 2.02891 0.16731
H -1.60433 -0.91780 0.29585
```

## Properties
Largest force on an atom   4.151 eV/Å
ΔE to the lowest compared entry with this formula, charge and spin   70.65 kJ/mol
Frontier orbital gap   10.15 eV
Calculated total energy   -5565.25996 Eh
Structure (SMILES)   OP(Br)Br
Net charge   0



4.
This record from the Open Molecules 2025 dataset describes a cluster of 2 separate species, Br5H2NSi2 in total. The level of theory is ωB97M-V with the def2-TZVPD basis set.

XYZ file:
```
10
Br5H2NSi2 ωB97M-V with the def2-TZVPD basis set
N -0.87363 0.99544 -1.33953
Si 1.70748 -0.12410 0.52538
Si -1.87028 -0.10160 -0.67644
Br -0.30926 2.76164 -1.19551
Br 0.87931 -2.14399 0.89071
Br -2.62554 -0.32682 1.42550
Br -1.96986 -2.07110 -1.68827
Br 0.68986 1.42503 1.84475
H 1.38370 -0.03846 -0.79184
H 2.98821 -0.37604 1.00526
```

## Properties
Largest force on an atom   4.545 eV/Å
Frontier orbital gap (spin up / spin down)   5.63 / 6.66 eV
Calculated total energy   -13505.00240 Eh
Multiplicity   3
Net charge   0



5.
This record from the Open Molecules 2025 dataset describes a cluster of 4 separate species, BrClFHN3O in total. The level of theory is ωB97M-V with the def2-TZVPD basis set.

XYZ file:
```
8
BrClFHN3O ωB97M-V with the def2-TZVPD basis set
N -0.00436 -4.06190 0.56044
N 0.90422 -3.57986 0.99657
N -1.40513 -2.64140 3.38890
O -0.89389 -4.63628 0.08046
F 1.35371 0.75877 -0.20957
Cl -1.25392 -0.34285 -0.32692
Br -1.48918 -1.14325 2.57138
H 0.53736 0.34883 -0.22781
```

## Properties
Largest force on an atom   2.897 eV/Å
ΔE to the lowest compared entry with this formula, charge and spin   330.09 kJ/mol
Frontier orbital gap (spin up / spin down)   7.40 / 7.33 eV
Calculated total energy   -3374.09401 Eh
Net charge   -1



6.
This record from the Open Molecules 2025 dataset describes a structure of composition BrClFP. The level of theory is ωB97M-V with the def2-TZVPD basis set.

XYZ file:
```
4
BrClFP ωB97M-V with the def2-TZVPD basis set
F 2.18764 -0.52567 0.45192
P 1.49165 0.51826 -0.56450
Cl -3.10081 -0.56833 -0.19605
Br -0.57848 0.57574 0.30863
```

## Properties
Largest force on an atom   1.313 eV/Å
ΔE to the lowest compared entry with this formula, charge and spin   313.64 kJ/mol
Frontier orbital gap (spin up / spin down)   8.90 / 5.81 eV
Calculated total energy   -3475.38213 Eh
Net charge   0



Q: Among the records above, which one has the lowest net charge?
A: BrClFHN3O



Please write out number 1 again, unchanged.
This record from the Open Molecules 2025 dataset describes a cluster of 2 separate species, Br2FH2PSi in total. The level of theory is ωB97M-V with the def2-TZVPD basis set.

XYZ file:
```
7
Br2FH2PSi ωB97M-V with the def2-TZVPD basis set
F 0.04663 -0.97049 -1.07264
Si 1.25951 -0.40229 -0.21068
P 1.19711 1.70248 0.02399
Br 2.49734 -2.16262 0.40033
Br -4.05686 0.28984 0.24279
H 1.88533 1.61755 1.16207
H -2.82906 -0.07447 -0.54586
```

## Properties
Largest force on an atom   2.344 eV/Å
ΔE to the lowest compared entry with this formula, charge and spin   259.75 kJ/mol
Frontier orbital gap   8.25 eV
Calculated total energy   -5879.98648 Eh
Structure (SMILES)   [H]/P=[Si](/F)Br.Br
Net charge   0